Entry 1:
This record from the Open Molecules 2025 dataset describes 2 unconnected molecules or ions with the total composition C34H25FO2. The level of theory is ωB97M-V/def2-TZVPD.

Last column: natural (NBO) charge in e.
Geometry (Å):
1 C -1.54271 -0.73156 0.50239  0.621
2 H 6.12581 -0.04475 -1.11968  0.218
3 H -0.12201 6.20295 2.06724  0.219
4 H 1.69599 2.62825 0.44896  0.227
5 C -0.97542 2.92945 -3.08972  -0.226
6 H -1.98333 4.27895 -1.73510  0.215
7 C -2.83198 -2.72829 4.09032  -0.217
8 C -3.27159 -1.43143 3.78589  -0.203
9 H 4.39793 0.66561 -2.77531  0.215
10 H 1.60091 5.11572 0.62213  0.217
11 C -1.45774 2.44289 -0.73898  -0.184
12 H -4.00999 -0.95503 4.43257  0.216
13 C -0.05309 5.11292 2.02472  -0.217
14 H -1.60077 4.78340 3.47273  0.216
15 C 3.33067 -1.28397 0.39488  -0.169
16 C -1.23392 -3.55172 -3.37176  -0.250
17 C -0.38881 0.82857 -2.11676  -0.212
18 H -0.52530 -3.07346 1.60484  0.202
19 C 0.10040 0.82258 1.55665  0.531
20 H -0.42722 -3.76001 -0.06944  0.203
21 H 0.65658 -1.56726 0.64498  0.245
22 H -1.01306 3.62485 -3.93491  0.214
23 C 4.11298 0.11809 -1.89357  -0.230
24 C 0.05290 2.32988 1.78422  -0.132
25 O -2.24912 -1.04523 -0.43130  -0.539
26 C -0.48045 -3.34031 -1.07257  -0.107
27 C -0.18001 -2.70955 -3.73155  0.387
28 H 5.41300 -1.32523 0.87996  0.218
29 H 3.02060 -1.88402 1.24885  0.223
30 C -0.42236 1.65601 -3.22626  -0.164
31 C -1.29405 -3.94471 -2.02666  -0.215
32 C 0.95747 3.12567 1.08481  -0.196
33 C 0.89809 4.51454 1.20013  -0.190
34 C -0.83516 2.91090 2.70275  -0.153
35 H -2.00954 -4.70750 -1.71759  0.226
36 H -0.00773 -0.18653 -2.21657  0.221
37 H -1.41766 -4.28127 3.57071  0.214
38 C -2.78785 -0.76956 2.65354  -0.222
39 O 0.62503 0.08993 2.41448  -0.530
40 C 0.71149 -2.18077 -2.80092  -0.270
41 H -1.94620 2.72431 0.20057  0.219
42 C 2.75619 -0.14929 -1.68706  -0.145
43 H -1.46010 2.28580 3.34399  0.216
44 H -3.27073 -3.28705 4.92830  0.218
45 C -1.31270 -2.62086 2.20119  -0.225
46 C -1.81689 -3.29607 3.31437  -0.190
47 C -1.80261 -1.36143 1.86680  -0.046
48 C 5.07626 -0.28809 -0.96334  -0.198
49 F -0.05877 -2.37343 -5.05376  -0.330
50 C -0.44086 0.28900 0.30501  -0.225
51 H 0.00733 1.32156 -4.16834  0.207
52 C -0.75832 1.22081 -0.83076  -0.066
53 H 2.02605 0.13646 -2.43534  0.213
54 C 2.34155 -0.89675 -0.54841  -0.117
55 C 4.67187 -1.00810 0.16524  -0.211
56 H -3.17227 0.21923 2.38609  0.214
57 H 1.61013 -1.69268 -3.17710  0.243
58 C -1.51789 3.29855 -1.84968  -0.220
59 C 0.40281 -2.26771 -1.40481  -0.102
60 C -0.89027 4.30857 2.79813  -0.226
61 H -1.95902 -3.90312 -4.11160  0.237
62 C 0.93551 -1.33871 -0.39859  -0.086

Properties
energy above the lowest of the compared OMol25 structures with the same formula, charge and spin	0.00	kJ/mol
frontier orbital gap	7.05	eV
multiplicity	1
calculated total energy	-1560.8522	hartree

Entry 2:
This record from the Open Molecules 2025 dataset describes a molecular structure, C34H26AsBr2NSTl. The level of theory is ωB97M-V/def2-TZVPD.

Last column: Löwdin charge in e.
Geometry (Å):
1 C 1.02342 -1.44506 -3.00141  -0.992
2 C -5.32749 -2.64568 2.44447  -0.059
3 C -2.06342 -3.44808 -3.33664  -0.072
4 H 0.44744 -2.35684 -3.10941  -0.025
5 C -0.49908 -4.10575 2.95603  -0.078
6 C 1.60860 -5.13818 3.48307  -0.062
7 C 1.35482 -3.94134 1.41218  -0.129
8 C 1.49870 2.32184 0.82367  -0.190
9 H -0.11311 -5.19298 4.76096  0.114
10 C -4.84976 -3.74104 1.72718  -0.070
11 C 0.34729 2.85532 0.03880  -0.203
12 H -2.49276 -1.92966 -1.88890  0.090
13 C 0.29659 -4.84501 3.82185  -0.058
14 H 0.10504 -5.09507 -0.59215  0.099
15 N -0.67112 2.04919 -0.16119  0.025
16 H -4.94123 -0.66668 3.15454  0.104
17 C -2.92979 4.07957 -2.26291  -0.014
18 C 0.34315 4.16642 -0.50036  0.022
19 H -2.95791 5.06681 -2.70746  0.122
20 C 2.63985 3.09214 1.04759  -0.016
21 H -2.68023 -2.99613 -4.10244  0.116
22 H 1.77179 -3.58265 0.47961  0.043
23 S -2.42787 0.11565 2.35198  0.598
24 C -0.49359 -4.62701 -1.36186  -0.088
25 H -4.81139 3.47909 -3.04819  0.112
26 H 2.22371 -5.71752 4.15914  0.112
27 H 2.51869 -0.51924 2.39621  0.099
28 C 0.03118 -3.66208 1.74949  -0.369
29 C -1.16166 -3.43333 -1.11021  -0.390
30 C -1.75702 2.43562 -0.89946  -0.244
31 H -3.19825 -4.51838 0.61715  0.111
32 H -6.31601 -2.67453 2.88424  0.114
33 C -0.60024 -5.21995 -2.61376  -0.060
34 H 4.59395 3.18520 1.90710  0.113
35 C -1.95714 -2.84811 -2.09216  -0.157
36 C 2.54701 0.49376 2.01340  -0.115
37 C 2.13684 -4.68888 2.27863  -0.064
38 C 3.67849 1.27191 2.22453  -0.061
39 C -2.83485 1.54167 -1.09569  -0.068
40 H 3.16135 -4.91871 2.01615  0.112
41 H -2.81377 0.57432 -0.60916  0.068
42 Tl -0.36159 -0.02926 0.97196  0.653
43 H -1.46311 -5.09619 -4.57130  0.113
44 H -4.73150 1.23409 -1.99654  0.115
45 C -2.79332 -2.53451 1.34417  -0.419
46 As -1.03938 -2.56583 0.59421  1.260
47 H -5.45635 -4.62688 1.59906  0.110
48 C 1.46713 1.02232 1.32302  -0.259
49 H 2.70739 4.10692 0.68132  0.105
50 C -3.95445 3.19930 -2.45066  -0.055
51 C -3.26675 -1.42285 2.05423  -0.664
52 C -3.58433 -3.67616 1.18062  -0.106
53 H -0.72589 5.57567 -1.67335  0.130
54 C -4.55380 -1.51191 2.60001  -0.119
55 C 3.71822 2.57153 1.74385  -0.055
56 H 1.58642 -1.20238 -3.89167  0.008
57 H -1.52509 -3.88169 3.21944  0.106
58 Br 2.27178 -1.67849 -1.55856  0.661
59 C -3.90482 1.91835 -1.85545  -0.047
60 Br -0.20980 -0.00535 -2.67207  0.719
61 H 4.52302 0.86364 2.76489  0.113
62 C -0.71391 4.57932 -1.24785  0.029
63 C -1.37875 -4.62916 -3.59851  -0.065
64 H 1.17298 4.83279 -0.32727  0.108
65 C -1.80894 3.71436 -1.48080  -0.143
66 H -0.08093 -6.14743 -2.81503  0.114

Properties
energy above the lowest of the compared OMol25 structures with the same formula, charge and spin	50.09	kJ/mol
frontier orbital gap	7.67	eV
multiplicity	1
calculated total energy	-9320.2635	hartree
net charge	+1

Entry 3:
This record from the Open Molecules 2025 dataset describes a molecular structure, C34H26AsBr2NSTl. The level of theory is ωB97M-V/def2-TZVPD.

Last column: Löwdin charge in e.
Geometry (Å):
1 C 1.42799 2.65052 -1.03229  -0.394
2 H -0.29783 5.54747 -1.33919  0.111
3 C -4.61193 0.74398 2.24772  -0.012
4 C -5.10451 2.02179 2.04091  -0.052
5 C -2.49820 -0.73450 -2.40933  -0.993
6 C 1.07197 -3.73641 1.98422  -0.043
7 Br -2.79312 1.08579 -1.84630  0.645
8 C 2.71164 3.11864 -1.28136  -0.077
9 H 2.12450 -3.86006 1.76591  0.114
10 Br -2.06975 -1.88123 -0.92471  0.716
11 C 2.71489 0.11882 0.10838  -0.412
12 H -4.59056 -1.82063 2.89475  0.109
13 C 0.34265 3.52238 -1.04757  -0.130
14 H 1.15611 -2.05553 -1.56762  0.102
15 H -3.64309 -4.06901 3.06271  0.131
16 H 5.91763 -1.35312 1.68720  0.113
17 C -4.24121 3.06671 1.75774  -0.060
18 H -1.64863 -5.58115 2.83635  0.122
19 H -6.16919 2.19944 2.10339  0.115
20 H 0.49206 -1.79064 -5.78524  0.112
21 C 0.54303 4.86746 -1.32190  -0.064
22 H -4.62568 4.06531 1.60296  0.114
23 H 1.12317 -1.62557 1.70661  0.066
24 C 2.90602 4.46532 -1.54790  -0.059
25 C 0.29042 -4.86572 2.31128  -0.055
26 H -5.31357 -0.04837 2.46085  0.106
27 H -1.65859 -0.74381 -3.09404  -0.030
28 C 4.81682 -1.04625 -0.12972  -0.067
29 H -2.20292 3.64407 1.45638  0.099
30 C -3.24370 0.48563 2.16918  -0.203
31 H 4.25384 -0.22869 3.10820  0.106
32 N -1.41330 -1.07291 2.16226  0.024
33 C -2.38926 1.54308 1.87350  -0.276
34 C 4.08900 -0.30886 2.04176  -0.116
35 C 3.66324 -0.52043 -0.68672  -0.102
36 C 0.68387 0.70014 -3.50152  -0.101
37 C -1.64126 -3.44452 2.54901  -0.153
38 S 1.89143 1.11177 2.64844  0.604
39 H 0.36100 0.67127 -5.61925  0.113
40 H 0.74952 -5.84411 2.33823  0.112
41 C 0.51656 -2.48896 1.94637  -0.016
42 C 0.91412 -0.06806 -2.36455  -0.395
43 H 3.49732 -0.60745 -1.75328  0.104
44 C 0.98333 -1.45546 -2.45441  -0.161
45 C -3.01349 -3.22739 2.80241  0.026
46 H 5.54709 -1.53437 -0.76032  0.111
47 As 1.08128 0.79730 -0.64905  1.267
48 C -0.85547 -2.31752 2.23329  -0.240
49 H 3.55699 2.44178 -1.25570  0.109
50 H 0.63368 1.78015 -3.43421  0.105
51 H -3.41029 -1.09673 -2.86611  0.008
52 C 0.83366 -2.07188 -3.68662  -0.070
53 H 1.98395 6.38466 -1.77933  0.112
54 C -1.03799 -4.72249 2.58840  -0.014
55 C -2.87640 2.82470 1.67270  -0.125
56 H -0.66062 3.15008 -0.86018  0.062
57 C 1.82506 5.33564 -1.57042  -0.062
58 C 0.53211 0.07534 -4.73283  -0.067
59 H 0.89527 -3.14930 -3.75896  0.114
60 C 5.02339 -0.94122 1.23904  -0.061
61 H 3.90376 4.83618 -1.73848  0.113
62 Tl -0.33784 0.98959 1.66505  0.720
63 C 0.60732 -1.30684 -4.82478  -0.068
64 C -3.54128 -1.97672 2.70614  0.014
65 C -2.70505 -0.88897 2.36032  -0.241
66 C 2.92899 0.23984 1.49216  -0.680

Properties
energy above the lowest of the compared OMol25 structures with the same formula, charge and spin	23.90	kJ/mol
frontier orbital gap	7.86	eV
multiplicity	1
calculated total energy	-9320.2735	hartree
net charge	+1

HOMO in eV, matching the order above: -8.4 -10.6 -11.0
Strongest force on any atom in eV/A, matching the order above: 2.7 0.4 0.3